<one>
# C5H8N2O2

A single C5H8N2O2 molecule (ωB97M-V with the def2-TZVPD basis set, OMol25).

Output
- SMILES: CC(C)(CC#N)[N+](=O)[O-]
- Kohn-Sham gap: 11.40 eV

Structure (XYZ):
```
17
C5H8N2O2 | OMol25 | ωB97M-V with the def2-TZVPD basis set
C 1.24191 0.40520 -0.72262
C -0.15072 -0.07458 -0.42801
C -0.98442 0.89550 0.49549
C -0.10559 -1.49762 0.32966
C 0.55497 -1.49643 1.61005
N 0.95404 -1.58214 2.67002
N -0.91711 -0.39282 -1.67297
O -0.65523 -1.38256 -2.29154
O -1.81043 0.36567 -1.98629
H 1.66237 -0.30877 -1.36877
H 1.87781 0.39959 0.27240
H 1.24294 1.36104 -1.30248
H -1.43232 0.30585 1.42982
H -0.24700 1.66950 1.00398
H -1.67787 1.51724 -0.08956
H -1.12149 -1.57072 0.62763
H 0.19314 -2.40412 -0.14829
```

=====

<two>
# C5H8N2O2

A single C5H8N2O2 molecule (ωB97M-V with the def2-TZVPD basis set, OMol25).

Output
- SMILES: CC[C@](C)(C#N)[N+](=O)[O-]
- Kohn-Sham gap: 11.38 eV

Structure (XYZ):
```
17
C5H8N2O2 | OMol25 | ωB97M-V with the def2-TZVPD basis set
C -0.53753 -0.38104 -1.75932
C 0.18031 0.17912 -0.51248
C -0.08841 -0.63976 0.73084
C -0.07841 0.22744 2.05199
C 0.95286 -1.76181 0.78573
N 1.79986 -2.55682 0.66025
N -1.42797 -1.22970 0.77314
O -1.46131 -2.41142 1.08000
O -2.38369 -0.51781 0.63352
H -1.61027 -0.23364 -1.59729
H -0.32200 0.09431 -2.69291
H -0.21548 -1.35199 -1.99713
H 1.21927 0.14745 -0.67878
H -0.27625 1.16885 -0.38531
H -0.42743 -0.09731 3.01298
H 0.94409 0.43021 2.16628
H -0.76097 1.02408 1.78335
```

=====

Which is most stable? The ranking, best first, is <one>, <two>.